[1]
14
Properties=species:S:1:pos:R:3:nbo_charge:R:1 method="wB97M-V/def2-TZVPD" e_lumo_ev="0.20 / -0.78" orbital_gap_ev="8.534 / 6.971" multiplicity=1
O 0.377 -1.676 1.161 -0.5559
C 1.348 -0.129 -0.269 -0.1307
C -0.734 0.797 -0.521 -0.4190
C -0.652 0.450 0.945 -0.2972
C -0.486 -0.847 1.491 0.3101
C 0.225 -0.139 -1.242 -0.4948
H -1.251 1.108 1.584 0.2004
H 2.041 -0.959 -0.199 0.2026
H -0.328 1.814 -0.638 0.2081
H 1.756 0.840 0.011 0.1799
H -0.173 -1.152 -1.335 0.2199
H -1.170 -1.126 2.317 0.1441
H 0.504 0.213 -2.246 0.2219
H -1.754 0.820 -0.928 0.2104



[2]
154
Properties=species:S:1:pos:R:3:mulliken_spin:R:1 method="wB97M-V/def2-TZVPD" e_lumo_ev="2.01 / 2.01" s_squared=3.762 orbital_gap_ev="5.879 / 5.846" multiplicity=4 total_charge=-1
Te -3.026 0.268 -2.242 0.0026
Se 1.185 1.670 2.714 -0.0110
Ge -4.199 -2.021 2.398 -0.0057
Ge -0.042 3.062 5.507 -0.0002
V 0.897 -0.658 -0.433 2.7645
P 3.203 0.399 -0.692 0.0244
P 0.094 -0.621 -2.542 0.0193
P -1.843 -2.211 -1.082 0.1008
O 3.022 -1.033 -1.061 0.0492
O 3.344 1.367 -1.979 0.0336
O 2.054 0.978 0.083 0.1438
O 4.608 0.500 0.090 0.0024
O -2.153 0.645 0.228 0.0052
O -0.368 -0.477 0.925 -0.0168
N -4.621 -0.993 -6.803 0.0002
C 2.070 -2.209 -3.788 0.0013
C -3.481 -6.250 2.559 -0.0001
C -3.506 -0.300 -6.622 0.0001
C 1.904 -4.931 -1.098 -0.0077
C -5.070 -1.142 0.855 -0.0015
C -0.143 1.294 6.400 0.0001
C -6.447 -2.334 5.995 0.0000
C -0.336 -3.283 -1.104 -0.0865
C 0.272 4.476 6.884 0.0000
C -4.757 -6.771 2.423 0.0000
C -3.507 -3.519 -3.030 0.0115
C -5.719 -1.878 -0.124 -0.0004
C 4.307 2.820 0.834 0.0029
C 0.836 -1.585 -3.921 -0.0016
C -7.565 -1.552 5.756 0.0000
C -3.805 -0.161 -4.241 0.0013
C 1.831 -3.190 -5.965 -0.0010
C -4.366 -4.538 -3.403 0.0011
C -2.967 -3.502 -1.753 0.0100
C -5.903 0.883 -0.158 0.0007
C -6.623 -0.878 3.658 -0.0001
C -5.343 -1.257 -5.724 -0.0001
C 3.632 0.814 -4.303 -0.0047
C -6.464 -1.243 -1.103 0.0000
C -0.128 2.049 -2.202 0.1565
C -5.175 0.243 0.828 0.0007
C -5.506 -1.674 3.873 0.0006
C 1.579 -4.206 0.038 0.0072
C 0.462 -3.380 0.039 0.0850
C -6.564 0.138 -1.118 -0.0002
C -2.012 0.012 2.547 0.0101
C 0.582 -2.600 -6.092 0.0023
C 0.088 -1.802 -5.076 0.0040
C -3.063 0.132 -5.384 0.0001
C 0.182 2.895 1.596 -0.0048
C 0.287 1.488 -4.502 -0.0134
C -0.147 3.391 -2.521 0.0318
C -2.361 -1.420 2.936 -0.0072
C 5.057 1.505 0.995 -0.0020
C -1.498 0.068 1.104 -0.0080
C 6.554 1.699 0.713 -0.0010
C -5.836 -5.914 2.282 0.0000
C 4.870 0.976 2.418 -0.0005
C -4.356 -4.006 2.385 0.0000
C -3.304 -4.513 -0.859 -0.0081
C 0.091 1.082 -3.186 -0.1798
C 0.044 3.791 -3.838 0.0001
C -5.431 -2.394 5.059 -0.0003
C 4.310 1.325 -3.030 0.0026
C 0.255 2.840 -4.820 0.0011
C -5.631 -4.546 2.269 0.0001
C -4.989 -0.866 -4.445 0.0013
C -0.005 -4.025 -2.235 0.0369
C -7.642 -0.811 4.591 0.0000
C 2.574 -2.993 -4.813 0.0081
C -4.159 -5.532 -1.230 0.0007
C 1.484 2.940 4.229 0.0001
C -3.286 -4.877 2.542 -0.0003
C -4.696 -5.543 -2.508 0.0001
C 5.496 0.416 -2.719 -0.0008
C 4.765 2.776 -3.244 0.0002
C -1.561 -1.269 -2.606 -0.0442
C 1.112 -4.839 -2.234 0.0094
C -1.751 3.501 4.605 -0.0001
H -2.292 -1.533 4.022 0.0026
H 7.014 2.275 1.513 0.0001
H 4.329 3.146 -0.202 -0.0002
H 3.332 -0.223 -4.177 0.0012
H 7.037 0.727 0.651 0.0002
H -2.936 -0.095 -7.522 0.0000
H -4.909 -7.844 2.426 0.0000
H -0.135 3.740 2.201 0.0000
H 3.272 2.677 1.125 -0.0019
H -3.247 -2.742 -3.735 -0.0021
H 0.175 0.524 5.704 0.0000
H 3.822 0.718 2.570 0.0000
H 6.704 2.226 -0.227 -0.0001
H -4.418 -6.310 -0.524 -0.0001
H -5.603 -1.127 -3.597 0.0000
H -5.642 -2.957 -0.122 0.0001
H 1.364 -5.406 -3.120 0.0003
H -0.895 -1.357 -5.158 0.0005
H 0.517 1.264 7.262 0.0000
H 1.749 3.899 3.786 0.0000
H 0.021 4.841 -4.097 -0.0002
H -0.637 -3.952 -3.111 -0.0003
H -5.961 1.962 -0.172 0.0000
H 5.197 3.184 -2.331 -0.0001
H -7.143 0.634 -1.884 0.0000
H 2.744 1.402 -4.518 0.0006
H 0.463 0.757 -5.282 0.0001
H 4.320 0.883 -5.143 -0.0004
H -6.698 -0.314 2.738 -0.0001
H 2.216 -3.817 -6.760 -0.0002
H -6.836 -6.316 2.179 0.0000
H -4.568 -3.024 5.242 -0.0001
H -8.376 -1.526 6.471 0.0000
H -2.144 0.695 -5.300 0.0005
H -1.761 4.537 4.274 0.0000
H 3.541 -3.468 -4.698 0.0001
H 5.127 -0.547 -2.375 -0.0003
H 1.203 4.320 7.418 0.0000
H -1.910 2.861 3.744 0.0002
H 6.124 0.841 -1.943 -0.0001
H -2.284 -4.479 2.647 0.0005
H 0.145 -2.887 0.960 -0.0072
H -2.867 0.681 2.653 0.0000
H 6.086 0.271 -3.623 0.0002
H -0.320 4.133 -1.754 0.0009
H -6.241 -1.840 -5.901 0.0000
H 0.401 3.151 -5.846 0.0001
H -6.384 -2.917 6.903 0.0000
H -4.792 -4.542 -4.397 0.0000
H -2.633 -6.918 2.662 0.0000
H 2.360 2.564 4.757 0.0000
H -1.624 -2.087 2.488 0.0061
H -0.539 4.448 7.606 0.0000
H 2.771 -5.580 -1.097 -0.0005
H -6.988 -1.838 -1.838 0.0000
H -5.367 -6.337 -2.808 0.0000
H -1.149 1.064 6.734 0.0000
H 2.623 -2.089 -2.867 -0.0058
H -1.197 0.368 3.190 -0.0019
H -0.014 -2.782 -6.978 0.0000
H 5.505 2.826 -4.040 0.0001
H -6.477 -3.877 2.177 0.0000
H -2.877 -4.484 0.136 0.0022
H -8.510 -0.197 4.394 0.0000
H 4.757 3.579 1.471 0.0001
H 5.156 1.736 3.141 -0.0001
H 5.476 0.085 2.565 -0.0001
H -4.678 0.837 1.580 -0.0005
H 3.901 3.378 -3.520 -0.0001
H -2.578 3.360 5.295 0.0000
H 0.292 5.466 6.440 0.0000
H -0.270 1.711 -1.179 -0.1209
H -0.676 2.364 1.194 -0.0019
H 2.179 -4.304 0.936 0.0024
H 0.824 3.217 0.780 0.0007



[3]
5
Properties=species:S:1:pos:R:3:nbo_charge:R:1 method="wB97M-V/def2-TZVPD" e_lumo_ev=-1.52 orbital_gap_ev=9.317 multiplicity=1
Br -1.045 1.996 -1.490 0.1165
Cl 0.288 1.004 -2.780 -0.0856
S -0.180 0.118 0.820 1.6187
O -1.299 -0.774 0.873 -0.8278
O 1.153 -0.473 0.553 -0.8218



[4]
14
Properties=species:S:1:pos:R:3:nbo_charge:R:1 method="wB97M-V/def2-TZVPD" e_lumo_ev=0.76 orbital_gap_ev=9.102 smiles="Nc1cc(F)[nH]c(=O)c1" multiplicity=1
F -1.947 -2.238 0.084 -0.2986
O -1.942 2.240 0.069 -0.6295
N 2.348 -0.088 0.170 -0.7884
N -1.825 0.039 0.062 -0.6030
C 0.954 -0.028 -0.029 0.2333
C -1.189 -1.137 -0.031 0.6494
C -1.209 1.277 0.028 0.6256
C 0.264 1.178 -0.005 -0.4259
C 0.198 -1.216 0.011 -0.4310
H 0.729 -2.160 -0.065 0.2314
H 2.810 -0.920 -0.156 0.3832
H 2.853 0.776 -0.031 0.3905
H 0.810 2.146 -0.049 0.2237
H -2.854 0.131 -0.059 0.4392



Calculated values (kcal/mol) of energy relative to the best compared isomer or geometry (same formula, charge and spin) for the records, taken in order: 99.3, 18.9, 3.6, 0.0.
Calculated values (Eh) of energy for the records, taken in order: -270.399728, -11781.544352, -3582.835427, -478.159750.